No. 1
Molecular formula: C5H18NO5
Method: DFT, ωB97M-V/def2-TZVPD

As for the HOMO-LUMO gap: 10.49 eV. As for the net charge: +1. The energy above the lowest of the compared OMol25 structures with the same formula, charge and spin comes out at 17.8 kcal/mol. For the HOMO energy, the calculation gives -13.4636 eV.

```
29
Properties=species:S:1:pos:R:3:forces:R:3:lowdin_charge:R:1
O -2.207 -0.210 3.009 -0.6349 1.1946 0.6995 -0.0396
O -1.815 -2.348 -0.740 -0.2327 -0.0320 -0.0786 -0.0424
O -1.918 1.810 0.807 0.3598 0.0925 0.2331 0.1318
O 1.560 2.778 1.419 -0.3758 -2.0142 -0.0174 -0.0285
O -0.682 -0.052 1.036 0.7886 -0.2599 -0.3833 0.0791
N 1.838 0.147 0.158 -1.0599 0.1217 0.8022 0.2014
C -0.684 1.164 -1.051 1.3291 -1.1665 -1.1327 -0.0666
C 1.446 -0.485 -1.167 -0.2992 -0.8609 0.1126 -0.2812
C 0.153 0.058 -1.798 -1.1123 0.6089 1.8925 -0.1106
C -1.080 0.862 0.367 -0.3145 0.8075 -0.3421 -0.5319
C 1.354 -1.976 -0.826 0.5950 -0.9757 -0.1430 -0.0517
H -2.856 -0.637 2.450 0.1955 -0.6013 0.1997 0.0471
H -0.553 -0.767 -1.835 0.3153 -0.2053 -0.7040 0.0880
H -1.560 1.229 -1.696 -0.1231 0.7286 0.3132 0.1375
H 0.397 0.503 -2.755 -0.1963 -0.3159 -0.2972 0.1212
H -1.944 1.781 1.779 -0.3467 -0.4663 0.0748 0.1275
H 2.357 -2.410 -0.791 0.0315 -0.0594 -0.3252 0.0879
H -1.602 -0.826 3.420 -0.1879 -0.4769 -0.2260 0.0490
H 0.732 -2.550 -1.510 0.2901 0.2408 -0.4146 0.0865
H -2.476 -1.648 -0.764 -0.0371 0.0100 0.0810 0.0444
H 0.904 3.462 1.555 0.6567 0.7087 -0.2823 0.0679
H 0.931 -2.283 0.135 -0.2727 0.9061 0.1244 0.0897
H -2.326 -3.137 -0.959 0.1139 -0.0748 -0.0038 0.0613
H -0.071 2.067 -1.090 -0.6211 0.4349 0.2014 0.1262
H 1.229 -0.341 0.832 -0.1986 -0.0341 -0.0868 0.1250
H 2.181 -0.305 -1.950 0.6410 -0.0640 0.6518 0.1458
H 1.501 1.104 0.329 0.5485 0.4192 -0.2663 0.0971
H 2.427 2.987 1.072 -0.2155 1.2886 0.1356 0.0600
H 2.765 0.023 0.562 0.3635 0.0452 -0.8187 0.1783
```
Forces are in eV/Å.

***

No. 2
Molecular formula: C4H5NO
Method: DFT, ωB97M-V/def2-TZVPD

As for the HOMO-LUMO gap: 10.79 eV. As for the net charge: 0. The energy above the lowest of the compared OMol25 structures with the same formula, charge and spin comes out at 60.3 kcal/mol. For the HOMO energy, the calculation gives -9.8018 eV.

```
11
Properties=species:S:1:pos:R:3:forces:R:3:lowdin_charge:R:1
O 1.094 1.504 -2.103 -0.2568 -0.3066 -0.5089 0.0151
N 1.295 -0.097 0.363 -0.8066 -0.5436 -0.0066 0.1445
C 0.642 0.741 -2.800 0.2711 0.4223 0.3548 -0.0051
C 0.558 0.477 1.581 0.2934 0.4672 -0.2225 -0.1033
C -1.060 -0.843 -0.210 -0.5369 -3.0470 -3.1139 -0.0611
C 0.051 -0.265 0.425 2.5523 1.2842 2.2367 -0.4674
H -1.406 -1.745 0.410 -0.0443 1.5403 -0.9036 0.1182
H 0.492 1.563 1.480 -0.0502 -0.1758 0.6664 0.0724
H 0.785 0.054 2.586 -0.3169 0.2068 -0.9399 0.0874
H -1.819 -0.104 -0.510 -0.0317 -0.4793 0.5976 0.0908
H -0.633 -1.285 -1.223 -1.0734 0.6315 1.8399 0.1084
```
Forces are in eV/Å.

***

No. 3
Molecular formula: C50H63N10O5P
Method: DFT, ωB97M-V/def2-TZVPD

As for the HOMO-LUMO gap: 6.68 eV. As for the net charge: 0. For the HOMO energy, the calculation gives -7.9823 eV. Its SMILES is CCOCCC1=CC(=O)C(P(O)O)=CC1=O.c1cc[nH]c1.c1cc[nH]c1.c1cc[nH]c1.c1cc[nH]c1.c1cc[nH]c1.c1cc[nH]c1.c1cc[nH]c1.c1cc[nH]c1.c1cc[nH]c1.c1cc[nH]c1.

```
129
Properties=species:S:1:pos:R:3:forces:R:3:lowdin_charge:R:1
P -3.768 -0.889 0.830 0.3122 -2.2904 2.9354 0.8891
O 2.836 1.708 1.297 0.0001 -0.1945 -0.7859 -0.1824
O -1.999 3.975 0.924 -0.4646 2.2318 -0.0354 0.1609
O -3.420 -1.636 -0.632 -0.4891 1.6069 -0.2585 -0.3017
O -5.374 -0.383 0.808 1.2519 0.1645 -1.6203 -0.3027
O -1.735 -0.093 3.149 -0.0787 -1.0516 1.6344 0.1281
N -8.903 1.848 2.809 -0.0513 0.0862 -0.0142 0.0091
N 11.232 -2.893 -4.160 0.0404 0.0126 -0.1018 0.0100
N 11.656 -1.792 0.980 0.0216 -0.0190 -0.1766 0.0100
N -9.592 2.361 -5.900 -0.0018 0.0512 -0.0583 0.0002
N -6.945 -3.818 0.351 0.0622 0.1789 -0.1299 0.0079
N -8.987 -2.532 -2.769 0.0532 0.0727 -0.0594 0.0115
N 0.884 -1.984 -0.944 -0.1140 -0.0242 0.0511 -0.0039
N 8.328 1.086 1.401 -0.0208 0.0464 -0.0251 0.0011
N -8.114 -1.385 4.498 0.0215 0.0917 0.0195 0.0084
N 10.358 4.373 4.227 -0.0556 0.0515 -0.0366 -0.0103
C -2.692 0.606 1.082 -0.1656 -0.1641 -0.6398 -0.2566
C 11.485 -1.130 -1.123 -0.0700 -0.0316 -0.0053 -0.1146
C -9.746 1.889 -7.176 -0.0145 -0.0696 0.0403 -0.1472
C 9.877 6.458 4.794 -0.0573 -0.0181 0.0330 -0.1115
C 11.471 -3.889 -6.123 0.0140 0.0570 -0.0607 -0.1176
C -8.582 3.811 -7.235 0.0178 0.0514 0.0498 -0.1156
C 1.512 -3.888 -0.001 0.0040 0.0301 0.0255 -0.1039
C -9.318 2.919 2.064 0.0052 -0.0484 -0.0674 -0.1480
C -7.012 -0.571 4.440 0.0094 -0.0652 -0.1248 -0.1613
C 9.570 5.146 5.038 -0.0189 -0.0529 0.0497 -0.1437
C -10.134 3.687 2.850 0.0120 0.0374 -0.0575 -0.1178
C 11.158 5.178 3.462 0.0575 -0.0536 -0.0351 -0.1450
C 11.405 -2.671 -5.499 -0.0408 0.0504 0.0286 -0.1423
C 1.126 -4.149 -1.343 -0.0484 0.0305 -0.0536 -0.1059
C 4.124 1.198 0.930 0.2104 -0.6091 0.9891 -0.2405
C -7.675 -4.747 -0.342 0.0205 -0.0396 -0.0928 -0.1533
C -9.702 -3.356 -3.593 0.0115 -0.0337 0.0686 -0.1398
C 9.236 2.572 0.031 0.0305 0.0376 0.0417 -0.0923
C -8.888 3.534 -5.929 0.0226 -0.0182 0.0766 -0.1442
C -10.205 -2.597 -4.617 -0.0252 -0.0774 -0.0235 -0.1084
C 12.519 -2.100 -1.034 0.1037 -0.0904 -0.0618 -0.1195
C -8.896 -4.864 0.270 0.0082 0.0313 -0.0581 -0.1024
C -10.211 3.057 4.121 0.0115 -0.0410 0.0230 -0.1090
C -8.580 -1.431 5.784 -0.0488 -0.0474 -0.0107 -0.1414
C -7.765 -0.645 6.556 -0.0613 -0.0141 0.0057 -0.1091
C -0.274 1.145 1.717 -0.7095 -1.2960 0.4900 0.0522
C -8.904 -3.968 1.373 0.0235 0.0816 0.0234 -0.0983
C 10.969 -0.964 0.135 -0.0325 0.0635 0.2685 -0.1248
C 11.195 -4.238 -3.920 -0.0445 0.0049 0.0818 -0.1441
C 0.741 -2.957 -1.898 -0.0238 0.0012 -0.0632 -0.1448
C -9.127 2.766 -8.027 -0.0355 -0.0552 -0.0339 -0.1140
C -7.687 -3.337 1.394 -0.0263 0.0724 0.0808 -0.1449
C -9.439 1.927 4.065 -0.0214 -0.1104 0.0539 -0.1340
C -2.758 1.766 0.448 0.1944 0.3293 -0.1651 0.0313
C -0.324 2.286 1.058 0.1191 0.6561 -0.1229 -0.1327
C 8.952 2.306 1.344 0.0881 -0.0483 0.0878 -0.1303
C 8.761 1.476 -0.735 -0.1339 -0.0030 -0.0311 -0.1130
C 1.350 -2.546 0.216 0.0368 0.1230 0.0719 -0.1474
C -6.770 -0.100 5.702 0.0428 0.0270 -0.0368 -0.1048
C -9.771 -1.263 -4.404 0.0265 0.0735 0.0478 -0.1115
C 10.884 6.478 3.793 0.0315 -0.0189 -0.0526 -0.1105
C 2.004 1.958 0.163 0.3336 0.5908 0.7894 -0.2132
C 8.206 0.577 0.136 -0.4160 0.0852 -0.0692 -0.1859
C 12.599 -2.492 0.275 0.0103 -0.0178 0.1105 -0.1357
C 11.337 -4.885 -5.120 0.0039 -0.0356 0.0602 -0.1156
C 0.937 3.002 0.584 -0.4832 -0.7973 -1.0001 -0.0737
C -1.575 0.466 2.123 0.2497 1.0016 -2.1158 -0.4027
C 4.446 -0.052 1.836 -0.3278 1.5070 -0.9203 -0.0495
C -9.020 -1.255 -3.258 0.0175 0.0133 0.0685 -0.1401
C -1.725 2.835 0.810 0.6214 -2.2326 -0.4787 -0.3380
H 11.155 -0.612 -2.011 0.0023 0.1151 0.0857 0.0847
H -7.263 -5.241 -1.206 -0.0088 -0.0379 0.0462 0.1139
H 9.728 3.457 -0.339 -0.0128 -0.0150 0.0189 0.0953
H 11.354 7.349 3.365 -0.0092 -0.0226 0.0066 0.0907
H -5.831 -1.086 0.315 -0.2594 0.3198 0.1874 0.0193
H 5.485 0.047 2.170 -0.2177 -0.4994 -0.0756 0.0468
H -9.942 1.915 -5.071 -0.0028 0.0430 -0.0326 0.1294
H -9.448 -2.017 6.037 0.0268 0.0145 0.0181 0.1077
H -10.279 0.972 -7.366 0.0242 0.0192 -0.0226 0.1031
H 1.129 -5.104 -1.844 -0.0018 0.0237 0.0078 0.0929
H 3.772 0.028 2.698 0.2533 -0.2822 -0.1144 0.0747
H 0.683 3.561 -0.330 0.0108 0.1697 0.4378 0.1244
H 1.867 -4.604 0.721 -0.0154 0.0196 -0.0121 0.0936
H -2.464 -1.770 -0.733 -0.1963 -0.0453 0.0493 0.0409
H 1.546 1.002 -0.147 -0.0018 0.3413 -0.1582 0.1061
H -9.710 -3.806 2.070 0.0008 -0.0213 -0.0300 0.0928
H 7.735 -0.377 -0.033 0.0320 0.0138 -0.0253 0.1180
H -9.986 -0.407 -5.022 0.0265 -0.0510 -0.0342 0.0644
H 1.356 3.680 1.335 -0.1336 -0.1296 -0.2064 0.1366
H -8.030 4.667 -7.584 -0.0170 -0.0150 0.0114 0.0885
H -9.792 -4.408 -3.379 -0.0228 0.0248 -0.0108 0.1051
H 11.146 -2.177 -3.459 0.0076 -0.1390 0.0112 0.0988
H 0.646 0.621 1.983 -0.1354 0.3312 0.1598 0.1270
H 11.493 -1.875 1.967 0.0098 0.0027 -0.0458 0.1435
H 8.820 1.360 -1.805 -0.0012 -0.0048 0.0241 0.0978
H 9.139 2.876 2.239 -0.0382 0.0604 -0.0611 0.0864
H 9.428 7.309 5.278 0.0056 -0.0218 -0.0113 0.0904
H 11.346 -5.953 -5.262 0.0036 0.0231 0.0075 0.0878
H -5.968 0.563 5.983 -0.0207 -0.0085 -0.0183 0.0961
H -8.998 3.040 1.042 -0.0219 0.0195 0.0212 0.1005
H 11.070 -4.617 -2.920 0.0053 0.0077 -0.0222 0.1053
H 11.465 -1.670 -5.891 -0.0019 -0.0325 -0.0161 0.1033
H 13.133 -2.469 -1.840 0.0025 -0.0027 0.0314 0.0927
H -7.282 -2.591 2.058 0.0719 -0.0745 0.0093 0.0873
H 2.623 2.347 -0.662 -0.2610 -0.0303 0.1788 0.1242
H 8.011 0.638 2.242 -0.0165 0.0220 -0.0487 0.1379
H -9.695 -5.518 -0.038 0.0196 0.0106 0.0138 0.0969
H 10.350 3.369 4.198 0.0641 0.0465 0.0441 0.1301
H -7.871 -0.479 7.615 -0.0012 -0.0043 -0.0244 0.0925
H -3.530 1.935 -0.305 0.1999 0.4354 0.2417 0.1288
H -8.517 -1.872 3.718 -0.0442 0.0148 0.0729 0.1181
H 10.174 -0.327 0.497 0.3729 -0.1698 -0.0922 0.0708
H -10.816 -2.959 -5.428 0.0162 0.0051 0.0187 0.0905
H 4.151 0.909 -0.130 -0.0104 0.1666 0.2468 0.1116
H -8.510 -2.821 -1.932 -0.0960 -0.0761 0.0160 0.1126
H -8.666 4.068 -5.020 0.0073 0.0047 -0.0340 0.1035
H -8.508 -0.455 -2.750 -0.0236 0.0007 -0.0267 0.1026
H 4.248 -0.948 1.238 0.2249 -0.0624 0.5252 0.0643
H 11.602 -4.049 -7.181 0.0037 0.0074 0.0243 0.0878
H 4.856 2.002 1.111 -0.1192 -0.2479 -0.1928 0.1160
H 1.525 -1.943 1.092 0.0058 -0.0345 -0.0024 0.1006
H -8.297 1.116 2.485 0.0274 0.0548 0.0760 0.1225
H -9.224 1.173 4.805 0.0099 0.0392 0.0076 0.0877
H -10.622 4.600 2.549 0.0202 -0.0160 0.0035 0.0873
H -6.497 -0.401 3.507 0.0630 -0.0243 0.0488 0.0930
H 11.850 4.757 2.752 -0.0038 0.0271 0.0175 0.1065
H 0.381 -2.717 -2.885 0.0370 -0.0268 0.0058 0.1056
H 13.243 -3.203 0.765 0.0052 0.0169 -0.0411 0.1065
H -9.072 2.669 -9.099 -0.0078 -0.0003 0.0245 0.0890
H 8.864 4.696 5.716 0.0181 0.0357 0.0029 0.1037
H -6.006 -3.534 0.129 0.0298 -0.1787 0.0589 0.1336
H 0.680 -1.009 -1.075 0.0562 -0.0330 -0.0111 0.1230
H -10.769 3.396 4.979 0.0185 -0.0103 -0.0141 0.0884
```
Forces are in eV/Å.